{
  "formula": "C16H19AgClN3O13P2S",
  "method": "ωB97M-V with the def2-TZVPD basis set",
  "elements": ["Ag", "O", "Cl", "O", "O", "O", "C", "C", "O", "P", "O", "O", "O", "P", "O", "O", "O", "H", "H", "H", "H", "H", "H", "H", "S", "C", "C", "C", "N", "C", "C", "C", "C", "C", "N", "C", "C", "H", "H", "H", "H", "H", "H", "H", "H", "O", "C", "C", "C", "C", "O", "N", "H", "H", "H", "H"],
  "coordinates": [[-1.8694, 0.6359, 0.4794], [1.7513, -3.2948, -3.8368], [0.4167, -3.8304, -3.6590], [0.4899, -5.0194, -2.8337], [-0.3227, -2.8150, -2.9580], [-0.1487, -4.1883, -4.9401], [-1.2233, 2.4870, -4.0303], [-1.4892, 1.9162, -2.6778], [-2.4752, 2.8419, -2.0428], [-2.4257, 0.3386, -2.7620], [-1.6671, -0.6321, -3.7854], [-3.6620, 0.7957, -3.6633], [-2.7733, -0.2921, -1.5131], [0.1722, 1.9645, -1.5954], [0.7888, 0.3695, -1.6166], [1.0907, 2.9410, -2.2632], [-0.3213, 2.2018, -0.1741], [-2.0743, 2.6951, -4.6471], [-0.5154, 1.8103, -4.6347], [-0.6412, 3.3716, -3.9008], [-2.4040, 2.6676, -1.0643], [-0.9498, -1.2392, -3.4892], [-3.8225, 1.7076, -3.4652], [1.5241, 0.2501, -2.2128], [2.9550, -0.3755, 0.3005], [1.4493, -0.9745, 1.0012], [0.9419, -0.4462, 2.1812], [-0.2212, -1.0067, 2.6908], [-0.8175, -2.0874, 2.1934], [-0.3011, -2.5800, 1.0303], [0.7819, -2.0369, 0.3854], [4.1248, -1.4608, 1.0332], [5.4042, -1.2259, 0.5822], [6.3606, -2.1880, 0.9340], [6.1683, -3.2411, 1.7614], [4.8835, -3.3945, 2.2130], [3.8316, -2.5569, 1.8605], [1.4072, 0.3910, 2.6418], [-0.7612, -0.7288, 3.6291], [-0.9744, -3.3399, 0.5604], [1.0085, -2.3260, -0.6601], [5.6681, -0.4038, -0.1260], [7.3475, -2.1475, 0.5115], [4.6829, -4.2886, 2.8113], [2.8081, -2.6468, 2.2609], [-3.7114, 2.9331, 0.9222], [-3.3698, 2.7017, 2.0708], [-3.8187, 3.4953, 3.2716], [-2.8903, 3.0660, 4.3749], [-2.1876, 1.8805, 3.7676], [-1.3431, 1.2161, 4.3721], [-2.4896, 1.7080, 2.4485], [-4.8054, 3.1970, 3.3304], [-3.9126, 4.5373, 2.8757], [-3.4495, 2.7514, 5.2816], [-2.2184, 3.8956, 4.7751]],
  "spin_multiplicity": 1,
  "de_lowest_kj_mol": 37.9,
  "largest_force_ha_per_bohr": 0.07411,
  "homo_ev": -4.090,
  "energy_ev": -93924.25880,
  "orbital_gap_ev": 8.40,
  "total_charge": -2
}